[1]
The following is a DFT calculation (ωB97M-V/def2-TZVPD) of a structure of composition C7H18I2NO4P2Ru at a distorted geometry.

Spin multiplicity: 6
HOMO-LUMO gap (alpha / beta) (eV): 6.326 / 4.102
Energy relative to the best compared isomer or geometry (same formula, charge and spin) (eV): 2.808
LUMO level (alpha / beta) (hartree): -0.317 / -0.393
Electronic energy (Eh): -2005.2946
⟨S²⟩: 8.81
E_HOMO (alpha / beta) (eV): -14.96 / -14.80
Charge: +2

Geometry (Å):
I: -0.023 -2.445 -4.409
I: -0.023 2.508 -3.691
Ru: 0.004 0.452 -0.306
P: -2.256 0.007 -0.139
C: -3.240 -0.050 -1.633
C: -2.699 -1.371 0.903
H: -3.754 -1.267 1.278
H: -3.798 1.370 1.125
H: -2.009 -1.432 1.755
H: -2.084 1.570 1.684
H: -2.954 -1.004 -2.157
H: -2.663 -2.323 0.339
C: -2.744 1.458 0.791
H: -4.257 -0.022 -1.302
H: -2.669 2.351 0.180
H: -2.931 0.842 -2.245
P: 2.189 -0.011 -0.080
C: 3.228 -0.066 -1.570
C: 2.740 1.437 0.823
H: 2.069 -1.537 1.828
H: 3.757 -1.303 1.262
H: 2.658 -2.326 0.347
C: 2.705 -1.406 0.921
H: 2.117 1.621 1.740
H: 3.788 1.342 1.151
H: 4.247 -0.042 -1.248
H: 2.932 0.826 -2.187
H: 2.677 2.313 0.201
H: 2.952 -1.015 -2.107
C: 0.047 -0.287 -1.954
O: 0.077 -0.485 -3.098
O: 0.271 -1.042 3.548
N: 0.027 0.072 3.216
O: 0.198 1.208 3.555
O: -0.580 0.059 1.477



[2]
The following is a DFT calculation (ωB97M-V/def2-TZVPD) of a cluster of 3 separate species, C7H18N2 in total at a distorted geometry.

HOMO-LUMO gap (eV): 9.555
SMILES: [H]/N=C\C.C=C(C)C.CN
Energy relative to the best compared isomer or geometry (same formula, charge and spin) (eV): 2.063
LUMO level (hartree): 0.032
Electronic energy (Eh): -386.9537
E_HOMO (eV): -8.68

Geometry (Å):
C: -2.269 0.056 0.595
C: -0.431 -2.639 1.568
C: -2.411 -0.198 -0.875
N: -0.414 -1.290 1.028
N: -1.817 1.121 1.162
H: 0.310 -1.174 0.324
H: -2.873 -0.595 1.228
H: -0.324 -0.535 1.751
H: -1.488 1.823 0.498
H: 0.520 -2.945 2.023
H: -0.660 -3.343 0.766
H: -1.217 -2.710 2.319
H: -3.460 -0.118 -1.159
H: -2.071 -1.208 -1.098
H: -1.819 0.506 -1.457
C: 1.045 1.870 -1.683
C: 2.049 1.413 0.592
C: 1.757 0.902 -0.786
C: 2.102 -0.314 -1.187
H: 0.769 1.409 -2.629
H: 0.147 2.247 -1.195
H: 1.114 1.603 1.123
H: 2.595 2.356 0.541
H: 2.639 0.700 1.165
H: 1.686 2.729 -1.891
H: 1.888 -0.669 -2.183
H: 2.634 -0.997 -0.542



[3]
The following is a DFT calculation (ωB97M-V/def2-TZVPD) of a cluster of 2 separate species, C7H18N2 in total at a distorted geometry.

HOMO-LUMO gap (eV): 8.761
SMILES: C=CN(C)C(C)C.CN
Energy relative to the best compared isomer or geometry (same formula, charge and spin) (eV): 3.017
LUMO level (hartree): 0.035
Electronic energy (Eh): -386.9186
E_HOMO (eV): -7.80

Geometry (Å):
C: -1.561 0.228 -0.805
C: 0.202 -1.525 -0.449
C: -2.247 1.083 0.265
C: -2.455 -0.941 -1.213
N: -0.203 -0.129 -0.336
H: 0.199 0.152 1.734
H: -1.464 0.852 -1.704
H: -0.564 -2.165 -0.022
H: 0.362 -1.844 -1.480
H: 1.147 -1.631 0.080
H: -1.997 -1.521 -2.011
H: -1.648 1.963 0.492
H: -2.377 0.495 1.170
H: -3.223 1.407 -0.087
H: -2.702 -1.572 -0.361
H: -3.373 -0.547 -1.647
C: 2.475 -0.031 2.016
N: 1.259 0.699 1.729
C: 0.784 0.796 -0.792
C: 2.004 0.545 -1.297
H: 1.401 1.705 1.796
H: 0.422 1.815 -0.768
H: 3.028 0.341 2.894
H: 3.084 -0.017 1.100
H: 2.239 -1.077 2.239
H: 2.476 -0.422 -1.242
H: 2.731 1.340 -1.299



[4]
The following is a DFT calculation (ωB97M-V/def2-TZVPD) of a cluster of 3 separate species, C7H18N2O in total at a distorted geometry.

HOMO-LUMO gap (alpha / beta) (eV): 7.299 / 6.954
Energy relative to the best compared isomer or geometry (same formula, charge and spin) (eV): 4.470
LUMO level (alpha / beta) (hartree): -0.011 / -0.007
Electronic energy (Eh): -462.1176
E_HOMO (alpha / beta) (eV): -7.59 / -7.15

Geometry (Å):
C: 0.224 0.532 -0.746
C: 0.176 -1.183 0.641
C: -1.079 2.303 0.250
C: 1.588 0.337 -1.386
C: -0.946 0.239 -1.680
C: -1.102 -0.925 1.402
C: 0.144 -2.402 -0.246
N: 0.189 1.658 -0.004
N: 1.299 -0.984 1.359
O: 0.724 1.426 2.012
H: 1.281 2.178 1.779
H: 2.162 -1.279 0.924
H: 1.312 0.019 1.817
H: -1.392 2.792 -0.682
H: -1.889 1.638 0.561
H: -0.938 3.066 1.010
H: 1.723 -0.669 -1.785
H: 2.374 0.543 -0.660
H: 1.714 1.041 -2.213
H: -1.078 1.069 -2.382
H: -1.892 0.103 -1.159
H: -0.746 -0.656 -2.265
H: -1.028 -0.009 1.981
H: -1.963 -0.892 0.739
H: -1.253 -1.758 2.096
H: 0.052 -3.287 0.390
H: 1.055 -2.510 -0.837
H: -0.713 -2.389 -0.916